(1)
A molecular structure, C16H22Cl3GeMgN13Si at a distorted geometry. Source: the Open Molecules 2025 dataset; level of theory: ωB97M-V with the def2-TZVPD basis set.

- ΔE to the lowest compared entry with this formula, charge and spin: 385.4 kcal/mol
- Multiplicity: 2
- Lowest unoccupied orbital energy (alpha / beta): 0.59 / 0.63 eV
- Orbital gap (alpha / beta): 5.133 / 4.933 eV
- Charge: -1

Each line ends with the Mulliken charge.
Element x y z (Å)
Mg  0.0960  -1.3050  -0.3232  0.97
C  3.5605  -0.4662  -1.4123  0.97
C  2.8392  0.5194  -0.7426  -0.21
C  3.2004  1.8768  -0.7691  -1.26
C  2.3973  2.7451  -0.0434  -0.83
C  1.3156  2.3324  0.7160  -0.62
C  0.9425  0.9587  0.7675  0.73
N  1.7112  0.1259  -0.0343  -0.17
N  0.0019  0.3855  1.4667  -0.02
Si  -0.7871  1.3140  2.7002  0.24
C  0.5007  1.8123  3.9756  -1.20
C  -2.1171  0.4015  3.6388  -1.18
C  -1.5745  2.9086  2.0398  -1.10
H  2.0276  -1.1742  0.0714  0.90
H  3.9187  -1.8541  0.5499  0.13
H  2.0214  -2.1792  -1.8691  0.56
H  4.0648  2.2066  -1.3234  0.40
H  2.6517  3.7996  -0.0393  0.39
H  0.7443  3.0438  1.2930  0.23
H  0.8614  0.9279  4.5047  0.31
H  0.0639  2.4956  4.7087  0.34
H  1.3632  2.3049  3.5189  0.37
H  -1.8750  -0.6491  3.7468  0.34
H  -3.1083  0.4606  3.1853  0.31
H  -2.2013  0.8488  4.6363  0.36
H  -0.8806  3.7521  2.0199  0.52
H  -2.4148  3.1854  2.6813  0.40
H  -1.9488  2.7765  1.0209  0.17
N  -1.6157  -4.2361  -1.2069  -0.08
C  -1.9061  -3.6383  0.0130  0.13
N  -2.7237  -4.1727  0.9006  -0.58
N  -2.7694  -3.2595  1.8876  -0.74
N  -2.0277  -2.2495  1.6048  -0.12
N  -1.4538  -2.4433  0.3914  0.46
C  -0.5834  -3.7646  -1.9826  0.37
N  0.1891  -4.5565  -2.7220  -0.47
N  1.0495  -3.7402  -3.3004  -0.61
N  0.8124  -2.5096  -2.9568  -0.18
N  -0.2905  -2.4659  -2.1275  -0.03
H  -1.7471  -5.2340  -1.2321  0.30
Cl  3.0036  -1.9913  -0.7426  -0.83
Ge  4.9857  -3.2602  -1.8659  0.44
Cl  1.7673  -4.0391  0.4630  -0.48
Cl  4.6760  -0.6632  -2.6704  -0.31
N  -2.7786  0.5031  -0.3098  -0.28
C  -1.9123  1.0055  -1.2339  0.25
C  -2.1884  2.2274  -1.8793  -0.80
C  -1.3597  2.6475  -2.8874  -0.32
C  -0.2773  1.8533  -3.2681  -1.03
C  -0.0692  0.6860  -2.5726  -0.21
N  -0.8428  0.2736  -1.5561  0.18
H  -3.3783  1.1695  0.1485  0.38
H  -2.4680  -0.2547  0.2898  -0.07
H  -3.0516  2.8057  -1.5768  0.40
H  -1.5598  3.5837  -3.3942  0.40
H  0.3888  2.1386  -4.0688  0.43
H  0.7564  0.0309  -2.8297  0.36


(2)
5 unconnected molecules or ions with the total composition C16H22ClF13NO11PS at a distorted geometry. Source: the Open Molecules 2025 dataset; level of theory: ωB97M-V with the def2-TZVPD basis set.

- Lowest unoccupied orbital energy: 0.54 eV
- Orbital gap: 10.118 eV
- SMILES: O=S(=O)(F)NP(O)Cl.CCOC(=O)C(F)(F)F.CCOC(=O)C(F)(F)F.CCOC(=O)C(F)(F)F.CCOC(=O)C(F)(F)F

Each line ends with the Mulliken charge.
Element x y z (Å)
O  2.4798  -1.7828  0.2932  -0.58
S  1.2966  -1.1952  -0.2388  1.18
O  0.6599  -1.9666  -1.2490  -0.63
F  1.7549  0.1661  -0.8408  -0.05
N  0.2692  -0.8584  1.0061  -0.48
P  -1.3906  -0.3199  0.6327  0.48
O  -2.0325  -1.5662  -0.1605  -0.45
Cl  -1.2683  1.1563  -0.8497  -0.21
H  0.7281  -0.1412  1.5699  0.34
H  -1.5181  -2.3801  -0.0350  0.36
C  3.3410  0.9747  -2.9454  -1.11
C  2.5265  0.9502  -4.2179  -0.19
O  2.5767  2.2237  -4.8927  -0.20
C  3.6296  2.4388  -5.6649  0.23
O  4.5436  1.6904  -5.8612  -0.53
C  3.4963  3.8160  -6.3405  0.96
F  3.0841  4.7510  -5.4753  -0.24
F  2.6022  3.7572  -7.3389  -0.25
F  4.6598  4.2112  -6.8503  -0.25
H  3.0178  1.7911  -2.3000  0.28
H  3.2361  0.0377  -2.4165  0.26
H  4.3987  1.1291  -3.1626  0.39
H  1.4764  0.7769  -3.9921  0.30
H  2.8523  0.1557  -4.8877  0.32
C  3.2544  -6.6702  4.5564  -1.12
C  3.9129  -5.4956  3.8666  -0.24
O  2.9389  -4.5039  3.4874  -0.25
C  2.5779  -3.6486  4.4317  0.10
O  2.9724  -3.6174  5.5617  -0.53
C  1.5788  -2.6333  3.8502  1.21
F  0.6560  -3.2335  3.0897  -0.26
F  2.2246  -1.7341  3.0913  -0.26
F  0.9411  -1.9740  4.8160  -0.27
H  2.4683  -7.0891  3.9276  0.30
H  3.9895  -7.4463  4.7659  0.38
H  2.7951  -6.3650  5.4964  0.31
H  4.3834  -5.8143  2.9392  0.32
H  4.6848  -5.0455  4.4890  0.33
C  -2.4137  7.1699  -3.7325  -1.12
C  -1.6383  6.4757  -4.8307  -0.24
O  -1.0100  5.2749  -4.3427  -0.27
C  -1.7743  4.1919  -4.3019  -0.04
O  -2.9242  4.1150  -4.6245  -0.52
C  -0.9430  2.9939  -3.8097  1.34
F  -0.1722  3.3276  -2.7665  -0.28
F  -0.1352  2.5548  -4.7835  -0.26
F  -1.7319  1.9840  -3.4454  -0.27
H  -1.7682  7.3656  -2.8758  0.30
H  -2.8168  8.1153  -4.0937  0.38
H  -3.2404  6.5505  -3.3856  0.31
H  -0.8271  7.1096  -5.1821  0.33
H  -2.2715  6.2476  -5.6867  0.33
C  -5.6070  -3.3458  5.7882  -1.09
C  -5.8066  -2.0394  5.0520  -0.22
O  -4.5595  -1.3292  4.9080  -0.30
C  -3.7938  -1.6979  3.8923  0.28
O  -4.0270  -2.5543  3.0891  -0.52
C  -2.5349  -0.8151  3.8506  0.99
F  -1.9945  -0.6474  5.0605  -0.27
F  -2.8280  0.3965  3.3748  -0.29
F  -1.5976  -1.3894  3.0706  -0.16
H  -5.1229  -3.1714  6.7494  0.30
H  -6.5660  -3.8330  5.9595  0.37
H  -4.9710  -4.0230  5.2187  0.31
H  -6.4570  -1.3782  5.6202  0.32
H  -6.2657  -2.1936  4.0767  0.33


(3)
A molecular structure, C16H22ClNO2 at a distorted geometry. Source: the Open Molecules 2025 dataset; level of theory: ωB97M-V with the def2-TZVPD basis set.

- ΔE to the lowest compared entry with this formula, charge and spin: 249.9 kcal/mol
- Lowest unoccupied orbital energy: 0.81 eV
- Orbital gap: 8.959 eV

Each line ends with the Mulliken charge.
Element x y z (Å)
O  1.5956  -1.6967  -1.1354  -0.56
C  0.5747  -1.5902  -0.5881  0.71
N  -0.6156  -1.1778  -1.2826  0.32
C  -1.8039  -1.1996  -0.5519  -1.27
H  -1.7113  -2.0135  0.1922  0.29
C  -2.0115  0.0173  0.2415  0.72
C  -2.3574  1.1101  -0.6164  -0.98
H  -3.2303  1.0884  -1.3677  0.38
H  -2.3212  2.1243  -0.3108  0.58
C  -1.2523  1.4424  -1.8671  -1.37
H  -0.4207  1.3661  -1.5970  0.43
C  -1.2931  0.2137  -3.1075  -0.73
H  -0.7603  0.7317  -3.8373  0.51
H  -2.4522  0.0024  -3.1583  0.31
C  -0.3573  -0.8985  -2.6768  -0.63
H  -0.8030  -1.8586  -3.1583  0.24
H  0.6480  -0.6661  -2.6296  0.41
H  -1.4730  2.3083  -2.3029  0.76
H  -1.1864  0.4327  0.6171  -0.59
H  -2.9838  -0.0772  0.8843  0.38
H  -2.5279  -1.4212  -1.3862  0.49
C  0.3149  -2.4063  0.8253  -0.76
H  -0.1105  -1.5157  1.3934  0.20
C  1.6696  -2.7583  1.4731  -0.54
H  2.3827  -3.3140  0.4620  0.20
C  2.7371  -1.3808  1.5934  -1.13
H  3.1733  -1.0608  0.7731  0.53
H  3.5697  -1.7541  2.0006  0.68
O  2.1182  -0.5736  2.5121  -0.43
C  1.5887  0.6702  1.9696  0.17
C  1.8832  1.2149  0.5269  -0.57
C  1.4493  2.3824  0.1756  -0.51
C  0.3885  3.0557  1.0558  0.37
C  0.2336  2.4963  2.3973  -0.84
C  0.7713  1.3014  2.7694  -0.24
H  0.3429  0.9396  3.5652  0.56
H  -0.4488  3.0851  2.8528  0.50
Cl  -0.5243  4.4375  0.6964  -0.19
H  1.5485  2.7859  -0.7445  0.59
H  2.4741  0.5723  -0.0874  0.30
H  1.5597  -3.0922  2.5451  0.39
H  -0.3790  -3.3235  0.8838  0.32


| no. | E_tot (Eh) |
| --- | --- |
| 1 | -5281.6122 |
| 2 | -4003.3797 |
| 3 | -1287.9456 |